# 1
The following is a quantum chemistry calculation of a 9-piece molecular cluster, C24H60F30N4O3P5 overall at a distorted geometry, from the OMol25 dataset.

Last column: Löwdin charge in e.
Geometry (Å):
P  -2.3939  -2.7060  3.3204  0.16
P  -7.6686  -0.2384  -3.8647  0.15
P  -1.2424  -1.0437  -7.2552  0.18
P  2.7789  -1.6822  -3.5507  0.19
P  -2.0480  3.8511  -1.9683  0.15
F  -9.1369  -0.8326  -3.4966  -0.19
F  -0.5752  3.7141  -2.6510  -0.17
F  -8.1303  1.2886  -3.6400  -0.16
F  -7.1343  -1.7817  -4.0710  -0.21
F  1.6768  -2.7199  -2.9482  -0.18
F  -0.0953  -0.0170  -6.8782  -0.11
F  -3.1894  -3.9938  2.8168  -0.13
F  -6.2053  0.2412  -4.3239  -0.16
F  -1.0973  -3.1594  2.3925  -0.21
F  -1.4433  -1.3550  -5.6398  -0.19
F  -7.2515  -0.3657  -2.2955  -0.18
F  -1.6591  2.7412  -0.8351  -0.20
F  -1.4532  -1.3895  3.7521  -0.22
F  -2.9525  -1.8462  2.0750  -0.16
F  -8.1982  -0.1895  -5.4110  -0.19
F  3.1812  -2.8440  -4.6084  -0.16
F  -2.5862  4.8789  -3.0692  -0.15
F  -0.1386  -2.2668  -7.3483  -0.19
F  -2.3779  0.0767  -7.1747  -0.12
F  -1.4351  5.0405  -1.0652  -0.18
F  2.4292  -0.5373  -2.4005  -0.21
F  -1.1405  -0.8722  -8.8377  -0.13
F  -2.3955  -2.2063  -7.5058  -0.20
F  -2.5775  2.6226  -2.8898  -0.17
F  1.6583  -1.1441  -4.5722  -0.15
F  -1.7630  -3.4940  4.5694  -0.16
F  -3.5932  -2.1876  4.2415  -0.14
F  3.9267  -2.0871  -2.4750  -0.19
F  -3.5063  3.9466  -1.2224  -0.18
F  3.7577  -0.5866  -4.2326  -0.16
O  1.2292  -2.0492  2.3472  -0.06
O  -1.8131  -5.2451  -4.1581  0.16
O  -3.8504  -2.6996  -2.2415  -0.09
N  -1.5162  -0.9710  -1.4827  -0.32
N  4.0263  -3.0016  1.6339  -0.36
N  -0.7919  -4.4350  -6.0593  0.08
N  1.3110  4.1641  5.1927  -0.22
C  3.5591  -1.8697  2.4881  -0.12
C  1.7566  3.4222  6.4496  -0.09
C  0.4284  -4.0270  -5.3040  -0.02
C  -3.3007  -4.1998  -5.7344  0.02
C  -0.6185  4.0047  6.6755  -0.14
C  4.5607  6.0767  2.5965  -0.10
C  -1.2245  -2.4189  -1.5858  0.00
C  -3.8203  -1.2978  -2.5431  -0.18
C  -0.1945  2.9584  1.8219  -0.07
C  2.3984  5.1034  4.7490  -0.12
C  -0.8074  -0.1891  -2.5550  0.04
C  -2.9937  -0.6293  -1.4604  -0.07
C  2.2805  -2.0433  3.2736  -0.25
C  -2.0230  -4.6940  -5.1857  -0.39
C  0.8040  3.1933  4.1724  -0.11
C  4.7865  5.1954  3.8364  -0.24
C  3.6138  -4.3232  2.2054  0.02
C  0.1312  4.9613  5.7697  -0.08
C  3.5698  4.3161  4.1761  -0.18
C  3.4586  -2.8469  0.2456  0.02
C  -1.0067  -0.5316  -0.1508  -0.01
C  0.4983  3.8641  2.8273  -0.22
C  0.4275  2.9522  7.0316  -0.16
C  5.5246  -2.9513  1.5732  0.01
H  2.3514  2.5219  6.3263  0.13
H  4.4611  5.4690  1.6932  0.08
H  3.8071  -4.3337  3.2711  0.11
H  0.4986  2.7505  8.1053  0.12
H  0.2563  -0.4290  -2.5079  0.07
H  1.5263  2.3903  4.0382  0.14
H  3.8581  -3.7047  -0.2835  0.11
H  5.6598  4.5639  3.6890  0.11
H  -3.3942  -0.7898  -0.4630  0.14
H  3.6378  6.6551  2.6451  0.07
H  3.5988  -0.9170  1.9633  0.15
H  1.9213  5.7726  4.0306  0.13
H  -1.8885  -2.9745  -0.9279  0.11
H  -0.1906  -2.6159  -1.3170  0.09
H  -1.4318  3.5263  6.1250  0.12
H  0.0841  -0.5056  -0.1897  0.10
H  2.2585  4.1709  7.0565  0.14
H  -3.3495  -3.1277  -5.5253  0.10
H  0.4671  2.1325  1.5672  0.08
H  -1.1073  4.4532  7.5361  0.12
H  -0.4250  3.5740  0.9525  0.07
H  -1.4243  -2.7378  -2.6056  0.09
H  3.7202  -1.8602  -0.1287  0.10
H  0.6427  -4.8228  -4.5890  0.10
H  -0.4209  5.4349  4.9655  0.14
H  0.2169  -3.1558  -4.6987  0.07
H  -3.0942  0.4386  -1.6791  0.13
H  5.8739  -3.1205  2.5910  0.11
H  4.9737  5.8889  4.6621  0.11
H  -1.0112  -3.6733  -6.7387  0.11
H  2.1897  -1.1738  3.9427  0.13
H  -1.1697  2.5876  2.1401  0.09
H  2.5456  -4.4355  2.0150  0.12
H  -4.8534  -0.9534  -2.4981  0.11
H  -3.4536  -1.1371  -3.5611  0.12
H  5.4232  6.7256  2.4597  0.07
H  -1.2382  -0.4034  -3.5272  0.10
H  4.0829  -5.1151  1.6271  0.11
H  -0.1186  2.7605  4.5491  0.13
H  -4.6144  -3.1291  -2.6356  0.09
H  3.9140  3.5862  4.9109  0.11
H  5.8119  -1.9986  1.1449  0.12
H  2.2634  -2.8825  3.9792  0.12
H  0.1499  1.9481  6.7059  0.12
H  -1.4348  -1.2007  0.5924  0.08
H  -4.1148  -4.7145  -5.2277  0.10
H  -1.2803  0.5009  0.0697  0.09
H  0.5807  5.7196  6.4139  0.14
H  1.4745  4.1409  2.4107  0.10
H  2.6804  5.7744  5.5598  0.14
H  1.3004  -3.9658  -5.9412  0.10
H  3.3279  3.7976  3.2483  0.11
H  -0.6697  -5.1836  -6.7452  0.19
H  -0.8994  0.8495  -2.2491  0.09
H  0.0451  4.8528  2.9346  0.11
H  0.3948  -1.8808  2.8206  0.06
H  2.3705  -2.8089  0.2806  0.11
H  5.8738  -3.8261  1.0291  0.11
H  -3.4153  -4.3376  -6.8067  0.09
H  4.3335  -1.7150  3.2525  0.13

Properties
* strongest force on any atom: 2.4 eV/Å
* lowest unoccupied orbital energy: -0.001 Eh
* orbital gap: 7.7 eV
* energy relative to the best compared isomer or geometry (same formula, charge and spin): 0.0 kcal per mole
* total charge: -1


# 2
The following is a quantum chemistry calculation of a 8-piece molecular cluster, C24H60N4O12 overall at a distorted geometry, from the OMol25 dataset.

Last column: Löwdin charge in e.
Geometry (Å):
O  -0.8580  -2.8767  4.7745  -0.08
O  2.6029  3.7959  6.3907  -0.04
O  2.9771  -0.4974  -1.7391  -0.17
O  -2.5074  -1.5673  4.6570  -0.08
O  3.7704  5.7068  -0.8834  -0.12
O  -0.3041  0.4814  -3.9603  -0.22
O  -6.3829  0.8602  5.3848  -0.16
O  1.7879  2.1322  7.5396  -0.05
O  2.5084  5.3814  0.9612  -0.11
O  -1.4249  3.1767  -0.1486  -0.12
O  -2.4358  1.9670  1.4572  -0.13
O  -1.0426  -3.8087  -0.3391  -0.16
N  0.0286  0.5454  -6.7690  0.23
N  1.0103  -6.2326  -0.1783  0.24
N  3.8517  -2.5999  -3.5129  0.22
N  -4.1184  0.8758  3.5944  0.23
C  0.8245  1.4444  -5.8326  -0.26
C  1.9583  0.1565  -1.0169  -0.07
C  0.1307  -4.0694  -1.1098  -0.22
C  3.1435  -0.1725  -3.0700  -0.20
C  -0.4284  -0.8984  3.6196  -0.03
C  -0.0630  1.7169  -4.5680  -0.17
C  3.5132  3.4735  -0.1798  -0.07
C  3.3470  4.9794  0.0470  -0.75
C  -7.6163  1.3505  5.7756  -0.15
C  2.3560  2.5459  6.4815  -0.71
C  2.4909  1.6111  5.2794  -0.03
C  0.3328  -5.5733  -1.4160  -0.26
C  -1.1233  -2.4549  0.0569  -0.08
C  -1.0858  -6.1633  -1.6364  -0.03
C  4.1414  -1.1356  -3.7327  -0.31
C  -1.2702  0.5945  -2.9895  -0.10
C  -5.3215  1.8352  5.5681  -0.15
C  4.2195  -0.8776  -5.2158  -0.05
C  -1.3894  2.3586  0.8482  -0.72
C  1.3174  2.7415  -6.5995  -0.01
C  -3.9335  1.3039  5.0568  -0.30
C  -1.3032  -1.7846  4.4443  -0.84
C  -2.8421  2.2963  5.1536  -0.04
C  -0.0400  1.8817  1.3803  -0.02
H  -0.8186  -7.0444  -2.2198  0.07
H  4.4784  0.1482  -5.4784  0.10
H  2.1889  2.5376  -7.2217  0.08
H  2.8618  -2.7770  -3.6072  0.13
H  3.0746  2.0178  4.4536  0.06
H  -0.9831  2.2068  -4.8864  0.14
H  -0.1224  -0.2674  -6.1888  0.15
H  -1.9440  -2.5489  0.7681  0.12
H  -5.4383  2.7508  4.9883  0.13
H  -8.1118  1.9604  5.0204  0.08
H  -0.1845  1.6341  2.4319  0.04
H  0.4454  2.4203  -3.9085  0.16
H  2.0133  1.2420  -1.0997  0.08
H  -3.1248  3.2611  4.7323  0.10
H  -1.3220  -1.7268  -0.7295  0.07
H  3.0972  0.7232  5.4587  0.06
H  -4.4184  -0.0883  3.5705  0.14
H  1.3749  -7.1641  -0.3182  0.16
H  0.1245  -3.4574  -2.0117  0.11
H  1.7106  3.4572  -5.8774  0.10
H  -0.7478  1.0292  -7.1972  0.17
H  -1.0564  -0.1016  3.2209  0.04
H  1.9360  -5.8415  -0.0772  0.14
H  3.2548  2.9365  0.7329  0.06
H  2.1598  -0.2414  -3.5343  0.11
H  4.9646  -1.5851  -5.5796  0.09
H  3.2043  -0.9772  -5.5999  0.07
H  5.1785  -1.0561  -3.4066  0.16
H  0.3874  -0.4558  4.1910  0.07
H  0.6973  2.6797  1.2920  0.08
H  -4.8027  1.3890  3.0574  0.15
H  3.9750  -2.8831  -2.5513  0.13
H  2.0733  -0.1258  0.0296  0.10
H  -5.0457  2.0233  6.6058  0.14
H  -1.8219  -5.6376  -2.2445  0.10
H  1.5668  1.3574  4.7601  0.04
H  -7.6418  1.9563  6.6814  0.09
H  -0.0339  -1.4667  2.7773  0.05
H  4.5843  3.3505  -0.3404  0.05
H  -8.2856  0.5095  5.9570  0.09
H  0.9354  -0.1323  -1.2585  0.07
H  0.4561  -6.1164  0.6580  0.18
H  -0.8884  1.0850  -2.0941  0.10
H  3.4995  0.8401  -3.2594  0.15
H  -2.5058  2.5966  6.1460  0.10
H  1.6775  0.8454  -5.5139  0.11
H  -3.2173  0.8723  3.1381  0.09
H  -1.9026  2.0145  4.6782  0.09
H  4.3752  -3.1954  -4.1385  0.14
H  0.6033  3.2178  -7.2712  0.09
H  -3.6974  0.3620  5.5517  0.13
H  -1.5247  -6.6289  -0.7539  0.10
H  0.6139  0.2398  -7.5333  0.16
H  -1.5136  -0.4323  -2.7164  0.08
H  -2.2138  0.9970  -3.3580  0.11
H  1.0028  -5.7283  -2.2617  0.12
H  3.0589  3.1134  -1.1029  0.03
H  -0.3272  -1.8966  0.5495  0.08
H  0.2928  0.9432  0.9368  0.03
H  1.0059  -3.6419  -0.6206  0.11

Properties
* strongest force on any atom: 4.7 eV/Å
* lowest unoccupied orbital energy: -0.126 Eh
* orbital gap: 1.2 eV
* energy relative to the best compared isomer or geometry (same formula, charge and spin): 201.1 kcal per mole


# 3
The following is a quantum chemistry calculation of a 6-piece molecular cluster, C24H60O18S4 overall at a distorted geometry, from the OMol25 dataset.

Last column: Mulliken spin population.
Geometry (Å):
S  0.0374  -3.0338  1.4537  0.00
S  -1.4743  -3.8552  -3.6461  0.00
S  -4.7135  3.0170  -5.0346  0.00
S  -1.6918  3.1281  0.1135  0.00
O  -0.8918  2.2942  -1.0541  0.00
O  -3.1066  3.0806  -0.2731  0.00
O  0.9669  -2.8773  2.8716  0.00
O  -1.5101  0.7341  5.5028  0.01
O  -3.4950  0.9793  3.4298  0.64
O  -2.8874  -3.5917  -3.8727  0.00
O  -5.2608  4.3121  -5.3744  0.00
O  4.1070  -2.2452  -1.6306  0.00
O  -0.9101  -3.3642  -2.4012  0.00
O  -0.8883  -4.1410  1.6291  0.00
O  -4.7819  1.9483  -6.0822  0.00
O  3.4212  -0.2290  0.4244  0.00
O  -3.1133  3.2382  -4.5738  0.00
O  -0.4928  -1.6935  1.2597  0.00
O  4.4619  1.0553  2.6434  0.00
O  -0.4621  -3.2374  -4.8786  0.00
O  -0.9896  4.3819  0.3488  0.00
O  0.5293  2.4035  3.8241  0.01
C  -4.5652  0.9791  2.5421  0.00
C  0.3495  2.4561  5.2167  0.00
C  3.1703  0.5021  2.7256  0.00
C  1.5958  -4.0421  3.4419  0.00
C  1.7495  -3.8300  4.9184  0.00
C  -1.4588  -0.0768  4.3760  0.02
C  -1.1478  -5.6935  -3.8895  0.00
C  -5.4735  2.3312  -3.5412  0.00
C  -0.2318  1.2030  5.9123  0.00
C  -2.8242  -0.2283  3.6462  0.04
C  -0.6248  0.0959  -1.9643  0.00
C  1.3916  -3.3609  0.2527  0.00
C  -1.3169  1.8682  1.4278  0.01
C  -2.9000  4.3847  -3.7756  0.00
C  2.8903  -0.2821  -0.9099  0.00
C  0.8463  -2.9921  -4.5284  0.00
C  1.0534  3.6061  3.2000  0.00
C  4.4961  2.4548  2.7085  0.00
C  2.5606  0.4570  1.2993  0.00
C  -1.5447  1.2869  -1.7847  0.00
C  5.0972  -2.8180  -2.4185  0.00
C  1.5901  -2.2949  -5.7083  0.00
C  3.8611  -0.8666  -1.9322  0.00
C  -1.5411  4.8210  -4.0177  0.00
H  -1.5980  2.2680  2.4021  0.00
H  1.4280  3.5641  2.1773  0.00
H  -4.4299  0.1957  1.7964  0.01
H  -4.6023  1.9912  2.1391  0.03
H  -1.1337  -1.0560  4.7274  0.01
H  2.2544  -4.6449  5.4371  0.00
H  -0.1832  -5.9588  -3.4568  0.00
H  -3.5426  5.2012  -4.1048  0.00
H  4.8921  -2.7489  -3.4868  0.00
H  -0.4713  1.3647  6.9632  0.00
H  -2.4395  0.9211  -1.2811  0.00
H  -3.1539  4.0929  -2.7565  0.00
H  -0.2280  1.8216  1.4185  0.00
H  2.6451  -2.2815  -5.4346  0.00
H  1.3335  2.7780  5.5575  0.00
H  0.7495  -3.6833  5.3264  0.00
H  -1.9220  1.7872  -2.6766  0.00
H  1.3619  -3.8915  -4.1917  0.00
H  2.5284  -4.2915  2.9357  0.00
H  0.6585  0.5742  5.8973  0.00
H  -1.4450  5.6554  -3.3230  0.00
H  1.5526  0.0491  1.3755  0.00
H  2.3197  -2.9242  5.1246  0.00
H  -1.1895  -5.9017  -4.9586  0.00
H  -0.7500  4.1134  -3.7699  0.00
H  -4.9755  1.3754  -3.3785  0.00
H  0.8916  -4.8450  3.2235  0.00
H  2.5669  1.0412  3.4559  0.00
H  -1.7174  0.8807  1.1987  0.00
H  0.2658  0.3468  -2.5405  0.00
H  5.4698  2.9392  2.7813  0.00
H  -1.9073  -6.1851  -3.2815  0.00
H  2.2379  -2.7626  0.5902  0.00
H  3.9308  2.8820  3.5367  0.00
H  0.9782  -3.1516  -0.7339  0.00
H  -2.7990  -0.7974  2.7169  0.01
H  1.6068  -4.4278  0.3118  0.00
H  -5.2671  2.9189  -2.6467  0.00
H  -1.1004  -0.6353  -2.6179  0.00
H  1.1644  -1.2919  -5.7362  0.00
H  1.4538  -2.7114  -6.7063  0.00
H  0.2121  4.2901  3.0881  0.00
H  0.8638  -2.3202  -3.6703  0.00
H  2.4834  1.4662  0.8947  0.00
H  -0.3137  -0.4435  -1.0697  0.00
H  5.1416  -3.8707  -2.1391  0.00
H  1.9527  -0.8360  -0.9560  0.00
H  -0.2585  3.3290  5.4546  0.00
H  -1.4476  5.2511  -5.0149  0.00
H  -5.4700  0.8150  3.1273  0.07
H  -6.5473  2.2833  -3.7220  0.00
H  3.3419  -0.5527  2.9401  0.00
H  3.5336  -0.7392  -2.9640  0.00
H  4.0568  2.9154  1.8236  0.00
H  -0.7067  0.2086  3.6404  0.02
H  2.6290  0.7210  -1.2469  0.00
H  4.8037  -0.3203  -1.9666  0.00
H  1.8045  4.0631  3.8443  0.00
H  6.0326  -2.2740  -2.2880  0.00
H  -3.4231  -0.8230  4.3359  0.12

Properties
* strongest force on any atom: 4.2 eV/Å
* lowest unoccupied orbital energy (spin up / spin down): -0.091 / -0.320 Eh
* orbital gap (spin up / spin down): 9.1 / 2.9 eV
* total charge: +1
* multiplicity: 2


- Which value of strongest force on any atom does entry 1 give?
  2.4 eV/Å


- Among the records above, which one has the highest strongest force on any atom?
  C24H60N4O12